Molecular formula: C3H9NO
Method: DFT, the ωB97M-V functional and the def2-TZVPD basis

As for the total charge: -1. The HOMO energy (alpha / beta) is 0.0248 / -0.0952 Eh. The spin multiplicity is 2. As for the energy above the lowest of the compared OMol25 structures with the same formula, charge and spin: 18.9 kcal/mol. For the gap between HOMO and LUMO (alpha / beta), the calculation gives 0.1218 / 0.2409 Eh. As for the max |F|: 0.0855 hartree/bohr. As for the LUMO energy (alpha / beta): 3.99 / 3.97 eV. Its expectation value of S² is 0.753.

CARTESIAN COORDINATES (ANGSTROEM)
O 2.20 0.44 -0.58
C 1.70 0.38 -1.71
H 0.87 1.04 -2.13
H 2.21 -0.04 -2.65
C -1.07 -0.60 2.01
C -0.86 -0.64 0.45
N -1.59 0.44 -0.32
H -2.15 -0.50 2.10
H -0.74 -1.65 2.43
H -0.43 0.12 2.54
H 0.23 -0.66 0.11
H -1.25 -1.61 0.17
H -2.59 0.48 -0.19
H -1.27 1.34 -0.03